1.
{
  "formula": "C4H3FS",
  "method": "ωB97M-V/def2-TZVPD",
  "homo_lumo_gap_ha": 0.3044,
  "smiles": "C#C[C@@H](F)C=S",
  "homo_ev": -9.2,
  "e_tot_ev": -17745.79946,
  "total_charge": 0,
  "symbols": ["C", "C", "C", "F", "C", "S", "H", "H", "H"],
  "positions_angstrom": [[2.766575, -0.944078, -0.072825], [1.777449, -0.262807, 0.074359], [0.510982, 0.490553, 0.441986], [0.485576, 1.665462, -0.268467], [-0.567457, -0.387676, -0.156852], [-2.199699, -0.390070, 0.010784], [3.661685, -1.581765, -0.173903], [0.397153, 0.626807, 1.487200], [-0.159125, -1.169024, -0.789653]],
  "atomic_forces_ev_per_a": [[0.0, -0.1, 0.1], [0.5, 0.2, 1.1], [1.0, -1.7, -2.5], [0.0, 0.7, 0.3], [-2.3, -1.0, 0.0], [1.8, 0.5, 0.2], [-1.1, 0.9, 0.0], [0.0, 0.5, 1.0], [0.0, 0.1, -0.2]],
  "lowdin_charge": [0.124, -0.078, -0.389, 0.004, -0.594, 0.705, 0.054, 0.131, 0.042]
}



2.
{
  "formula": "C17H26N2O3",
  "method": "ωB97M-V/def2-TZVPD",
  "homo_lumo_gap_ha": 0.1115,
  "homo_ev": -5.8,
  "e_tot_ev": -27165.84807,
  "total_charge": 0,
  "symbols": ["C", "N", "O", "C", "O", "C", "C", "C", "C", "C", "C", "H", "H", "H", "H", "H", "H", "H", "H", "C", "C", "C", "C", "C", "C", "N", "O", "C", "C", "C", "H", "H", "H", "H", "H", "H", "H", "H", "H", "H", "H", "H", "H", "H", "H", "H", "H", "H"],
  "positions_angstrom": [[-0.686177, 0.076111, 2.425064], [-1.439091, -0.780413, 1.573816], [-2.552920, -0.067627, 1.153295], [-3.634172, -0.909117, 0.931652], [-3.584398, -1.862747, 0.238994], [-4.850589, -0.419749, 1.632005], [-5.422439, 0.769068, 1.182762], [-6.559367, 1.256002, 1.810834], [-7.087457, 0.568628, 2.896083], [-6.503181, -0.609335, 3.343830], [-5.381368, -1.120300, 2.706162], [-1.133317, 1.060143, 2.544170], [0.340490, 0.164245, 2.022000], [-0.589602, -0.397282, 3.408292], [-4.990201, 1.305807, 0.353074], [-7.030999, 2.160217, 1.459815], [-7.957887, 0.948526, 3.410514], [-6.920140, -1.142269, 4.184674], [-4.900830, -2.028569, 3.032604], [1.825038, -0.799294, -3.112550], [1.704684, -0.689096, -1.578764], [1.107098, 0.675562, -1.224695], [2.083694, 1.823800, -1.472044], [3.396853, 1.591576, -0.726772], [4.026484, 0.214568, -0.974041], [3.008835, -0.875891, -0.882326], [2.791086, -1.163669, 0.352258], [4.730898, 0.174697, -2.344151], [5.139178, -0.008532, 0.046300], [0.754565, -1.799621, -1.171664], [0.827665, -0.868848, -3.545115], [2.287897, 0.062296, -3.586705], [2.378264, -1.693617, -3.401671], [0.808868, 0.679674, -0.171192], [0.196745, 0.824635, -1.808014], [2.269811, 1.951921, -2.541644], [1.636120, 2.760663, -1.133269], [4.120197, 2.364325, -0.994402], [3.206159, 1.705071, 0.345034], [5.110547, -0.826966, -2.549359], [5.582358, 0.855204, -2.339773], [4.104147, 0.478860, -3.177794], [4.788697, 0.100938, 1.070693], [5.924719, 0.729664, -0.111861], [5.578969, -1.000955, -0.061302], [1.154484, -2.787663, -1.404619], [-0.190375, -1.692104, -1.702624], [0.529963, -1.758535, -0.107575]],
  "atomic_forces_ev_per_a": [[-0.1, -0.1, -0.4], [0.3, -0.2, -0.1], [-0.2, 0.3, 0.7], [0.0, 0.4, -0.1], [0.2, -0.9, -0.4], [0.1, 0.6, -0.2], [-0.3, -0.1, 0.4], [0.1, -0.2, 0.1], [0.0, -0.1, 0.1], [0.1, 0.0, -0.1], [0.0, 0.3, -0.2], [0.0, 0.1, 0.0], [0.2, 0.0, 0.0], [0.1, -0.1, 0.1], [0.1, 0.0, -0.1], [0.0, 0.1, 0.0], [-0.1, 0.1, 0.0], [-0.1, 0.0, 0.1], [0.0, -0.2, 0.1], [0.3, 0.1, -0.1], [-0.6, -0.6, -1.8], [0.2, 0.5, 0.3], [0.0, -0.1, 0.0], [-0.6, 0.1, 0.2], [1.4, 0.1, -1.1], [-1.0, 1.5, 2.1], [0.3, -0.6, -0.3], [-0.2, 0.0, -0.2], [-0.2, -0.2, 0.4], [-0.2, -0.1, 0.6], [-0.1, -0.1, 0.1], [0.1, 0.0, 0.0], [0.0, 0.0, 0.0], [0.1, -0.1, 0.0], [0.0, -0.2, 0.0], [0.0, 0.0, 0.0], [0.0, 0.0, 0.0], [0.1, -0.1, 0.0], [0.0, -0.1, 0.0], [0.0, 0.0, 0.0], [0.0, 0.0, 0.1], [0.0, 0.0, 0.0], [-0.1, -0.1, 0.0], [0.0, 0.0, -0.1], [0.0, 0.0, 0.0], [0.1, 0.1, 0.0], [0.0, 0.1, -0.1], [0.0, -0.1, 0.0]],
  "lowdin_charge": [-0.137, 0.007, -0.060, -0.444, 0.175, -0.146, -0.021, -0.074, -0.086, -0.075, -0.015, 0.081, 0.066, 0.084, 0.119, 0.102, 0.101, 0.103, 0.121, -0.032, -0.489, -0.123, -0.167, -0.128, -0.488, -0.057, -0.005, -0.031, -0.044, -0.035, 0.089, 0.055, 0.095, 0.104, 0.131, 0.104, 0.115, 0.125, 0.123, 0.093, 0.086, 0.059, 0.081, 0.088, 0.094, 0.097, 0.093, 0.065]
}



3.
{
  "formula": "C16H14Br4O2Pd",
  "method": "ωB97M-V/def2-TZVPD",
  "multiplicity": 3,
  "homo_lumo_gap_ha": [0.2946, 0.2448],
  "homo_ev": [-7.6, -8.3],
  "e_tot_ev": -304562.81506,
  "total_charge": 0,
  "symbols": ["Pd", "C", "C", "C", "C", "C", "C", "C", "C", "C", "C", "H", "H", "H", "H", "H", "H", "H", "H", "H", "H", "H", "H", "H", "H", "Br", "C", "C", "Br", "C", "Br", "C", "O", "C", "O", "C", "Br"],
  "positions_angstrom": [[-0.188856, -0.061961, 0.341176], [0.521791, -3.286367, 3.891083], [0.683320, -1.786105, 3.612948], [0.718165, -1.008365, 4.931149], [-0.386837, -1.267572, 2.666580], [-0.912999, -2.089916, 1.649560], [-1.953765, -1.658112, 0.818289], [-2.490725, -0.363016, 0.946741], [-3.666807, 0.076774, 0.118823], [-1.948879, 0.467884, 1.946433], [-0.922685, 0.024279, 2.786306], [1.198318, -3.584456, 4.691750], [0.764854, -3.893123, 3.019442], [-0.498550, -3.516564, 4.204644], [1.650309, -1.641187, 3.119533], [-0.260021, -1.020505, 5.416722], [1.025851, 0.026807, 4.784735], [1.438455, -1.469468, 5.606359], [-0.573960, -3.110897, 1.556790], [-2.408084, -2.358576, 0.129998], [-3.336951, 0.551630, -0.806262], [-4.272040, 0.798496, 0.665454], [-4.289564, -0.777197, -0.144114], [-2.373088, 1.451419, 2.100908], [-0.579000, 0.683330, 3.569498], [3.060696, 5.578104, -2.353299], [2.696560, 3.902658, -1.581996], [3.762091, 3.111073, -1.068235], [5.529223, 3.744955, -1.165595], [3.502640, 1.886432, -0.497944], [4.869376, 0.806742, 0.213219], [2.182054, 1.371682, -0.409555], [1.938622, 0.242212, 0.108312], [1.083848, 2.187409, -0.936924], [-0.106420, 1.762958, -0.869362], [1.400468, 3.448012, -1.511227], [-0.049733, 4.457383, -2.156922]],
  "atomic_forces_ev_per_a": [[0.1, 0.1, -0.1], [0.0, 0.1, 0.0], [0.0, 0.0, 0.1], [0.0, -0.1, -0.1], [-0.2, 0.1, -0.1], [-0.1, 0.1, 0.0], [-0.1, 0.0, 0.2], [0.0, -0.1, 0.1], [0.1, 0.1, -0.1], [0.0, -0.2, 0.1], [-0.2, -0.1, 0.2], [0.0, 0.0, 0.0], [0.0, 0.0, 0.0], [0.0, 0.0, 0.0], [0.0, 0.0, 0.0], [0.0, 0.0, 0.0], [0.0, 0.0, 0.0], [0.0, 0.0, 0.0], [0.1, 0.0, -0.1], [0.1, 0.1, -0.1], [0.0, 0.0, 0.0], [0.0, 0.0, 0.0], [0.0, 0.0, 0.0], [0.1, 0.0, -0.1], [0.0, 0.0, 0.0], [0.0, 0.0, 0.0], [-0.4, 0.0, -0.1], [0.1, -0.3, 0.2], [0.0, 0.0, 0.0], [0.4, 0.3, -0.1], [-0.1, 0.0, 0.0], [-0.1, -0.2, 0.1], [-0.1, 0.2, -0.2], [-0.3, -0.1, 0.0], [0.3, -0.1, 0.1], [0.3, 0.4, -0.2], [0.0, -0.1, 0.0]],
  "lowdin_spin": [0.814, 0.002, 0.006, 0.001, 0.049, 0.008, -0.001, 0.006, 0.000, 0.032, 0.002, 0.000, 0.000, 0.000, 0.002, 0.000, 0.000, 0.000, 0.000, 0.000, 0.000, 0.000, 0.000, 0.002, -0.001, 0.021, 0.085, 0.087, 0.022, 0.035, 0.003, 0.123, 0.261, 0.123, 0.277, 0.037, 0.004]
}



4.
{
  "formula": "C21H20Cl2N4O2",
  "method": "ωB97M-V/def2-TZVPD",
  "homo_lumo_gap_ha": 0.3108,
  "smiles": "C/C(Cl)=C(\\Cl)c1cccc2c1C(=O)C=CC2=O.CC#N.CC#N.CC#N.CC#N",
  "homo_ev": -9.0,
  "e_tot_ev": -57198.07178,
  "total_charge": 0,
  "symbols": ["C", "C", "Cl", "C", "Cl", "C", "C", "C", "C", "C", "C", "C", "O", "C", "C", "C", "O", "H", "H", "H", "H", "H", "H", "H", "H", "C", "C", "N", "H", "H", "H", "C", "C", "N", "H", "H", "H", "C", "C", "N", "H", "H", "H", "C", "C", "N", "H", "H", "H"],
  "positions_angstrom": [[-0.506919, 0.918984, -4.604853], [-0.961492, 1.282934, -3.165012], [-2.242297, 2.494260, -2.867982], [-0.414027, 0.695744, -2.077062], [0.896345, -0.532965, -2.277428], [-0.863660, 1.004006, -0.630389], [-2.053138, 0.343544, -0.093144], [-2.436779, 0.688496, 1.305511], [-1.673130, 1.596722, 2.145835], [-0.494809, 2.224814, 1.585780], [-0.113554, 1.937471, 0.192119], [1.141410, 2.695340, -0.358612], [1.169241, 3.075424, -1.505106], [2.267554, 2.944601, 0.663823], [1.917863, 3.192998, 1.946251], [0.417925, 3.214233, 2.382531], [0.020004, 3.916120, 3.274004], [-0.261671, -0.169542, -4.644829], [0.338279, 1.567993, -4.934319], [-1.366091, 1.094216, -5.300217], [-2.657943, -0.354210, -0.713304], [-3.352674, 0.239017, 1.743354], [-1.977248, 1.824978, 3.191118], [3.320158, 2.938700, 0.287040], [2.729086, 3.407492, 2.685148], [1.812694, -4.744532, -2.998996], [0.628962, -4.531003, -3.867351], [-0.286438, -4.371515, -4.539385], [1.557185, -5.423650, -2.186433], [2.625385, -5.176731, -3.581803], [2.141584, -3.794596, -2.578699], [5.461522, 3.137521, -2.561627], [5.350125, 3.128734, -1.086343], [5.261120, 3.120347, 0.057917], [6.504099, 3.017073, -2.854107], [4.876044, 2.319810, -2.980843], [5.086986, 4.082008, -2.954501], [-0.508288, -2.359536, 2.960942], [-1.628830, -2.251752, 2.002540], [-2.499077, -2.161888, 1.260841], [0.360232, -2.797865, 2.469905], [-0.244519, -1.369939, 3.334412], [-0.800568, -2.989957, 3.799963], [-5.155052, -3.416700, 4.492432], [-3.976161, -2.712804, 5.045836], [-3.061820, -2.167290, 5.472832], [-5.749724, -2.727345, 3.894284], [-4.829425, -4.244359, 3.863367], [-5.768468, -3.805402, 5.304563]],
  "atomic_forces_ev_per_a": [[-1.2, 0.5, 0.3], [0.9, -1.0, 0.2], [1.0, -0.9, -0.6], [-0.8, 0.6, 0.5], [-1.0, 1.0, 0.3], [-0.5, -0.2, 0.8], [1.4, 2.3, 2.0], [1.1, 0.6, -1.1], [0.5, -0.3, -2.1], [-0.3, -0.8, -1.4], [-0.5, -0.3, 1.2], [-0.7, -0.6, 0.9], [0.5, -0.1, 0.3], [-0.9, -0.1, -0.1], [0.0, -0.1, -0.4], [0.6, -1.1, -1.0], [0.0, -0.3, -0.1], [0.0, 1.0, 0.0], [-0.5, -0.6, 0.3], [0.7, -0.1, 0.5], [0.6, 0.6, 0.7], [0.8, 0.3, -0.5], [0.2, -0.2, -1.0], [-1.4, 0.2, 0.6], [-1.1, 0.0, -0.5], [-0.5, 0.1, -0.4], [0.6, -0.1, 0.5], [0.0, 0.0, 0.0], [0.0, 0.0, -0.1], [-0.1, 0.0, 0.0], [-0.1, 0.0, 0.0], [0.0, 0.0, 0.5], [0.2, 0.0, -0.7], [0.4, 0.0, -0.2], [0.0, 0.0, 0.1], [0.0, 0.0, 0.1], [0.0, 0.0, 0.1], [-0.4, 0.0, -0.3], [0.5, -0.2, 0.5], [-0.1, -0.4, 0.1], [-0.1, 0.0, 0.0], [-0.1, 0.0, 0.0], [0.0, 0.1, 0.0], [0.4, 0.3, 0.2], [-0.6, -0.3, -0.3], [0.1, 0.0, 0.0], [0.1, 0.0, 0.0], [0.0, 0.1, 0.0], [0.1, 0.0, 0.0]],
  "lowdin_charge": [-0.114, -0.666, 0.657, -0.616, 0.622, -0.205, -0.018, -0.071, -0.006, -0.062, -0.024, -0.306, 0.093, 0.011, 0.023, -0.317, 0.102, 0.057, 0.089, 0.076, 0.113, 0.092, 0.119, 0.050, 0.125, -0.068, -0.279, 0.122, 0.078, 0.078, 0.065, -0.049, -0.240, 0.134, 0.081, 0.082, 0.084, -0.055, -0.257, 0.144, 0.079, 0.080, 0.066, -0.064, -0.271, 0.127, 0.081, 0.080, 0.079]
}



5.
{
  "formula": "C3H10N2O2",
  "method": "ωB97M-V/def2-TZVPD",
  "homo_lumo_gap_ha": 0.3901,
  "smiles": "CC(=O)NCN.O",
  "homo_ev": -9.8,
  "e_tot_ev": -10348.75623,
  "total_charge": 0,
  "symbols": ["C", "C", "O", "N", "C", "N", "H", "H", "H", "H", "H", "H", "H", "H", "O", "H", "H"],
  "positions_angstrom": [[-1.537728, -1.890853, -0.485306], [-0.968218, -0.518667, -0.270781], [-1.633827, 0.397967, 0.172953], [0.306395, -0.364882, -0.693678], [1.041399, 0.860597, -0.426010], [2.450612, 0.613317, -0.733055], [-0.891883, -2.762109, -0.508794], [-2.358004, -2.178388, 0.171566], [-1.998850, -1.878442, -1.478318], [0.911850, -1.033567, -1.135698], [0.688233, 1.703609, -1.014188], [0.970261, 1.221041, 0.602821], [2.826715, 1.185821, -1.455011], [3.033570, 0.576005, 0.086420], [-0.792093, 1.608690, 2.649817], [-1.193803, 0.762534, 2.824444], [-0.854627, 1.697331, 1.692810]],
  "atomic_forces_ev_per_a": [[-1.1, -0.9, -0.7], [0.4, -1.0, -0.4], [0.1, 0.3, 0.3], [0.3, 1.1, 0.6], [1.1, 0.7, -0.1], [-0.7, -0.6, 0.3], [0.7, 0.3, 0.1], [0.1, 0.6, 0.3], [0.0, 0.1, -0.1], [-0.4, -0.6, 0.1], [-0.3, -0.1, -0.4], [-0.4, -0.6, 0.1], [0.2, 0.4, -0.2], [0.1, 0.2, -0.1], [0.4, 0.5, 0.1], [-0.3, -0.4, 0.0], [-0.3, -0.1, -0.1]],
  "lowdin_charge": [-0.008, -0.546, 0.041, 0.070, -0.254, 0.018, 0.073, 0.083, 0.088, 0.130, 0.122, 0.109, 0.057, 0.069, -0.066, 0.021, -0.007]
}



6.
{
  "formula": "C3H9NOS",
  "method": "ωB97M-V/def2-TZVPD",
  "homo_lumo_gap_ha": 0.2979,
  "smiles": "[NH3+][S-].CCC=O",
  "homo_ev": -7.6,
  "e_tot_ev": -17628.60353,
  "total_charge": 0,
  "symbols": ["N", "S", "H", "H", "H", "C", "C", "C", "O", "H", "H", "H", "H", "H", "H"],
  "positions_angstrom": [[2.707245, 0.812509, 0.368332], [3.055838, -0.815327, -0.448458], [2.638157, 0.667393, 1.374918], [1.811058, 1.214915, -0.010462], [3.484449, 1.437594, 0.156944], [-2.026218, -0.965435, -0.310771], [-0.672784, -0.297958, -0.117564], [-0.597046, 1.059539, -0.724259], [0.335679, 1.829082, -0.588343], [-2.826249, -0.305306, 0.021592], [-2.078177, -1.880462, 0.276538], [-2.196246, -1.217294, -1.355139], [0.135648, -0.906572, -0.544536], [-0.441075, -0.207127, 0.949721], [-1.462641, 1.355222, -1.338271]],
  "atomic_forces_ev_per_a": [[-0.1, -0.3, -0.4], [-0.2, 0.4, 0.2], [0.0, 0.2, -0.3], [0.6, -0.2, 0.5], [-0.2, -0.1, 0.2], [0.1, 0.1, 0.1], [0.0, -0.3, 0.2], [0.4, 0.2, 0.0], [-0.5, -0.2, -0.2], [-0.1, 0.0, 0.0], [0.0, 0.0, -0.1], [-0.1, 0.0, -0.1], [0.1, 0.1, 0.1], [0.1, 0.0, -0.1], [0.0, 0.2, -0.1]],
  "lowdin_charge": [-0.326, 0.162, 0.071, 0.015, 0.069, -0.107, -0.232, -0.223, 0.012, 0.073, 0.076, 0.077, 0.074, 0.126, 0.132]
}